Molecular formula: C40H53N8OS3Sr
Method: DFT, ωB97M-V/def2-TZVPD

## Properties
Energy above the lowest of the compared OMol25 structures with the same formula, charge and spin   0.168 eV
HOMO-LUMO gap   7.604 eV
Lowest unoccupied orbital energy   -0.0845 Ha
Highest occupied orbital energy   -0.3640 Ha
Charge   +1

Geometry as XYZ:
```
106
Properties=species:S:1:pos:R:3:lowdin_charge:R:1
Sr -0.42205 0.53809 0.53768 1.30
C -5.17843 0.49038 1.41683 -0.03
C -3.68505 0.45897 1.44866 -0.28
N -2.93166 0.41516 0.42055 -0.07
N -3.49158 0.42130 -0.84296 0.06
C -2.56414 0.40630 -1.78019 -0.51
O -1.30184 0.40015 -1.65740 -0.24
C -3.09630 0.42178 -3.18387 -0.15
C -4.45066 0.62100 -3.44687 -0.04
C -4.90568 0.68338 -4.75156 -0.08
C -4.01747 0.53596 -5.80793 -0.09
C -2.67439 0.31018 -5.55383 -0.08
C -2.21663 0.25255 -4.24745 -0.04
C -2.99644 0.42132 2.80067 -0.24
C -3.77034 0.42803 3.95993 -0.02
C -3.13781 0.37748 5.19126 -0.05
C -1.75964 0.31524 5.23630 -0.05
C -1.05808 0.31245 4.03861 -0.17
N -1.65449 0.36332 2.85703 -0.01
H -5.52264 0.47371 0.38728 0.07
H -5.56166 1.38795 1.90305 0.09
H -5.59769 -0.36391 1.94836 0.09
H -5.13304 0.73446 -2.61882 0.10
H -5.95639 0.84286 -4.94852 0.10
H -4.37642 0.58654 -6.82689 0.10
H -1.98569 0.16920 -6.37539 0.10
H -1.17573 0.06027 -4.03091 0.10
H -4.84475 0.47168 3.89680 0.10
H -3.72282 0.38613 6.09988 0.12
H -1.22420 0.27611 6.17249 0.11
H 0.02319 0.28140 4.03399 0.10
C 6.90344 -0.68506 -0.59269 -0.04
C 6.26792 -1.35478 0.63225 -0.56
C 6.47850 -2.86450 0.53139 -0.06
C 6.94757 -0.84736 1.90958 -0.04
C 4.79358 -0.97742 0.67414 -0.14
C 4.42284 0.35791 0.80721 0.01
C 3.08763 0.69987 0.83475 -0.14
N 2.11031 -0.19976 0.73167 0.00
C 2.43232 -1.48787 0.60816 -0.18
C 3.76469 -1.90493 0.57997 0.06
C 1.30689 -2.49478 0.53445 -0.19
C 1.57913 -3.86430 0.51389 0.06
C 0.53749 -4.78137 0.46015 -0.14
C -0.75492 -4.26135 0.43515 0.01
C -0.94609 -2.89315 0.45892 -0.10
N 0.06231 -2.02896 0.51079 0.01
C 0.75362 -6.29184 0.42741 -0.56
C 2.23576 -6.66283 0.45836 -0.06
C 0.13467 -6.84675 -0.85979 -0.04
C 0.06474 -6.91348 1.64726 -0.04
H 7.96453 -0.92649 -0.63407 0.09
H 6.81208 0.39835 -0.55131 0.08
H 6.44224 -1.02849 -1.51778 0.09
H 7.54559 -3.08028 0.51913 0.09
H 6.05502 -3.27592 -0.38429 0.09
H 6.04910 -3.39435 1.38117 0.09
H 8.00085 -1.12337 1.89679 0.09
H 6.49680 -1.28148 2.80103 0.09
H 6.89348 0.23536 1.99619 0.08
H 5.16695 1.13323 0.89538 0.12
H 2.78646 1.73212 0.95587 0.05
H 3.99975 -2.94963 0.48005 0.09
H 2.59472 -4.21744 0.54126 0.09
H -1.61402 -4.91345 0.39265 0.12
H -1.94233 -2.47100 0.43229 0.11
H 2.77308 -6.26210 -0.40015 0.09
H 2.33875 -7.74612 0.42956 0.09
H 2.72484 -6.31390 1.36702 0.09
H 0.60317 -6.41369 -1.74241 0.09
H -0.93342 -6.64975 -0.91466 0.08
H 0.27405 -7.92602 -0.89773 0.09
H 0.47885 -6.52344 2.57598 0.09
H 0.20752 -7.99301 1.64003 0.09
H -1.00582 -6.72236 1.64821 0.08
S 1.05784 2.92752 2.69004 0.58
C -0.16892 4.04570 2.85537 -1.19
N -0.08960 5.32938 2.52783 -0.05
C -1.34262 6.06370 2.46252 -0.23
C -2.26335 5.37189 3.46745 -0.39
S -1.74046 3.63468 3.46904 0.95
H 0.72640 5.61605 2.00874 0.14
H -1.74066 5.99593 1.44399 0.09
H -1.17725 7.10936 2.72569 0.13
H -3.30357 5.44449 3.16085 0.08
H -2.15014 5.79548 4.46477 0.08
C 1.25055 3.67831 -1.47807 -0.10
N 0.10852 3.56737 -2.36003 -0.21
C 0.36632 2.62200 -3.43521 -0.05
C -1.14734 3.67367 -1.81708 -0.72
S -1.37333 3.57593 -0.14343 0.70
N -2.17418 3.91901 -2.63071 -0.18
C -2.04200 4.50281 -3.95238 -0.03
C -3.54763 3.87149 -2.14209 -0.08
H 2.13981 3.81115 -2.09470 0.10
H 1.38832 2.78028 -0.85506 0.06
H 1.14525 4.52630 -0.80801 0.07
H 0.68097 1.66183 -3.00614 0.09
H 1.15511 3.01553 -4.07636 0.10
H -0.52069 2.43707 -4.02976 0.07
H -1.03169 4.88116 -4.09707 0.10
H -2.75046 5.32963 -4.02031 0.10
H -2.28632 3.76885 -4.72429 0.09
H -3.66320 3.06387 -1.42731 0.05
H -4.19717 3.69511 -2.99790 0.09
H -3.81262 4.82093 -1.67040 0.09
```

Molecular formula: C40H53NO16S2
Method: DFT, ωB97M-V/def2-TZVPD

## Properties
HOMO-LUMO gap   8.010 eV
SMILES   CCSCc1ccc2c(c1)Sc1cc(CCCOC(C)=O)c(CCCCCCOC(C)=O)cc1N2.O=C1OCCO1.O=C1OCCO1.O=C1OCCO1.O=C1OCCO1
Lowest unoccupied orbital energy   0.0169 Ha
Highest occupied orbital energy   -0.2775 Ha
Charge   0

Geometry as XYZ:
```
112
Properties=species:S:1:pos:R:3:lowdin_charge:R:1
C 0.43807 0.74059 6.13929 -0.17
C -0.95065 0.54120 5.48888 -0.56
S -1.87660 -0.70195 6.41241 0.87
C -3.64285 -0.58347 5.86175 -0.39
C -3.70167 -0.06786 4.43021 -0.32
C -3.87895 1.28008 4.23642 -0.07
C -3.91713 1.82599 2.97278 -0.01
C -3.79962 0.98028 1.88962 -0.28
C -3.63946 -0.36882 2.09251 -0.43
C -3.57779 -0.91825 3.35073 -0.04
S -3.49647 -1.34716 0.60054 1.02
C -2.51700 -0.24557 -0.41133 -0.45
C -1.52840 -0.71645 -1.23225 -0.05
C -0.77722 0.17536 -1.98770 -0.18
C 0.32648 -0.41993 -2.86751 -0.11
C 0.11204 -0.24243 -4.39782 -0.11
C 1.12543 0.62143 -5.18892 -0.15
O 2.28666 1.03057 -4.45308 -0.01
C 2.75511 2.26165 -4.75413 -0.51
C 4.26512 2.35071 -4.88445 0.03
O 2.07573 3.26082 -4.87459 0.08
C -1.07200 1.52204 -1.85508 -0.19
C -0.25891 2.59001 -2.58855 -0.10
C 1.11747 2.73311 -1.88756 -0.18
C 1.04701 2.71261 -0.33518 -0.17
C 1.37841 1.30063 0.22949 -0.20
C 2.28707 1.31792 1.45916 -0.15
C 2.13314 -0.02707 2.21910 -0.15
O 3.46359 -0.57801 2.45087 -0.06
C 3.65346 -0.83995 3.79094 -0.51
C 3.35651 -2.24907 4.29900 0.02
O 4.04060 0.02259 4.55048 0.10
C -2.07730 1.98472 -1.02614 0.02
C -2.81701 1.08546 -0.28837 -0.27
N -3.85168 1.51870 0.57680 0.09
H 0.36736 1.53290 6.89148 0.07
H 1.16977 1.08739 5.41035 0.05
H 0.80211 -0.15558 6.64886 0.06
H -0.80010 0.27637 4.43504 0.06
H -1.43182 1.52336 5.47866 0.07
H -4.12132 -1.56028 5.91565 0.07
H -4.09750 0.15368 6.52319 0.06
H -3.95879 1.92886 5.10365 0.12
H -4.02386 2.89822 2.83903 0.12
H -3.42201 -1.98377 3.47395 0.10
H -1.33809 -1.78268 -1.29897 0.11
H 0.29896 -1.49495 -2.66467 0.11
H 1.28499 -0.06569 -2.48445 0.09
H -0.87697 0.21437 -4.52270 0.11
H 0.02876 -1.23271 -4.85216 0.11
H 0.58075 1.44430 -5.65262 0.09
H 1.48394 0.01387 -6.02381 0.11
H 4.67123 1.60803 -5.57078 0.09
H 4.55249 3.37147 -5.12476 0.09
H 4.66084 2.15934 -3.87671 0.10
H -0.78788 3.54761 -2.56575 0.12
H -0.18626 2.29201 -3.63598 0.09
H 1.82960 1.96115 -2.18095 0.08
H 1.54739 3.68690 -2.21575 0.10
H 0.08559 3.08075 0.02442 0.10
H 1.85671 3.37283 0.00194 0.11
H 1.80155 0.66601 -0.55420 0.10
H 0.40597 0.85930 0.49323 0.11
H 3.32896 1.34952 1.13377 0.12
H 2.04496 2.11408 2.16688 0.12
H 1.59134 -0.76489 1.62028 0.12
H 1.64123 0.13304 3.17882 0.11
H 3.21380 -2.88518 3.42205 0.09
H 4.20044 -2.59363 4.88789 0.07
H 2.45601 -2.20288 4.91145 0.09
H -2.24994 3.05514 -0.95943 0.13
H -3.88394 2.52847 0.59160 0.12
O -3.79403 2.87715 -6.33656 0.17
C -2.76755 3.45512 -6.47607 -0.57
O -1.54598 2.93510 -6.17928 0.02
C -0.55431 3.82878 -6.69708 -0.12
C -1.29706 5.13966 -6.76608 -0.11
O -2.65229 4.71848 -6.95724 0.07
H 0.31456 3.86853 -6.04503 0.10
H -0.24143 3.47346 -7.68225 0.13
H -1.23096 5.70741 -5.83609 0.14
H -0.96712 5.76980 -7.58853 0.13
O 2.06231 -0.96276 -8.92760 0.17
C 0.94161 -0.57473 -8.93647 -0.56
O 0.48607 0.46823 -8.19080 0.03
C -0.83930 0.77475 -8.63812 -0.12
C -1.28760 -0.52934 -9.25233 -0.11
O -0.05429 -1.10896 -9.68501 0.07
H -1.46684 1.08675 -7.80530 0.12
H -0.78611 1.58607 -9.36812 0.14
H -1.75450 -1.19581 -8.52466 0.14
H -1.96566 -0.39046 -10.09079 0.13
O 3.33641 -3.58931 6.95247 0.16
C 4.32473 -3.71495 7.59558 -0.56
O 4.87330 -2.73833 8.36175 0.07
C 5.90683 -3.32919 9.14992 -0.12
C 6.28073 -4.54780 8.33896 -0.12
O 5.06122 -4.85531 7.66206 0.06
H 6.73587 -2.63787 9.28158 0.13
H 5.49978 -3.58659 10.12987 0.13
H 7.05299 -4.33586 7.59663 0.13
H 6.60269 -5.38384 8.95547 0.13
O -3.07589 -4.23468 5.29384 0.17
C -3.46134 -4.79336 4.32174 -0.56
O -4.22097 -5.91875 4.32772 0.06
C -4.67253 -6.14738 2.99177 -0.12
C -3.63574 -5.42332 2.16601 -0.12
O -3.20277 -4.38815 3.04976 0.03
H -4.71761 -7.21215 2.77527 0.13
H -5.67074 -5.71927 2.87940 0.13
H -2.78036 -6.05473 1.91768 0.13
H -4.04358 -5.00358 1.24916 0.13
```